# 1
{"formula": "C5H8N2", "method": "ωB97M-V/def2-TZVPD", "de_lowest_ev": 3.396, "spin_multiplicity": 1, "gap_ev": 8.2, "mol_weight_g_mol": 96.13, "homo_ha": -0.2802, "largest_force_ev_per_a": 0.6, "total_charge": 0, "elements": ["N", "N", "C", "C", "C", "C", "C", "H", "H", "H", "H", "H", "H", "H", "H"], "coordinates": [[0.862, 1.262, -0.361], [2.555, -0.430, 0.235], [0.039, -0.736, 0.222], [-1.079, 0.198, 0.030], [1.204, -0.113, 0.009], [-2.513, -0.230, 0.145], [-0.713, 1.470, -0.288], [-2.758, -1.038, -0.558], [1.366, 1.959, 0.188], [-2.754, -0.586, 1.155], [2.639, -1.285, 0.772], [1.049, 1.464, -1.346], [-0.052, -1.779, 0.515], [3.094, -0.540, -0.619], [-3.156, 0.624, -0.085]]}

***

# 2
{"formula": "C9H14N2O4RuS", "method": "ωB97M-V/def2-TZVPD", "spin_multiplicity": 6, "gap_ev": [6.8, 6.1], "mol_weight_g_mol": 347.36, "homo_ha": [-0.6872, -0.8084], "largest_force_ev_per_a": 8.8, "total_charge": 3, "elements": ["Ru", "S", "O", "O", "O", "O", "N", "N", "C", "C", "C", "C", "C", "C", "C", "C", "C", "H", "H", "H", "H", "H", "H", "H", "H", "H", "H", "H", "H", "H", "H"], "coordinates": [[-0.688, -0.637, -1.900], [-1.369, -1.594, 0.253], [2.255, -0.527, -2.757], [-0.620, -3.287, -3.541], [-0.633, 2.374, -2.599], [-3.549, -0.503, -3.211], [0.985, -0.707, 1.202], [-0.639, 0.982, 0.798], [1.123, -0.905, 2.667], [-0.183, -0.294, 0.631], [1.189, -0.541, -2.311], [-0.630, -2.246, -3.039], [-0.167, -1.465, 3.225], [1.357, 2.256, 1.336], [-0.064, 1.970, 1.768], [-0.652, 1.244, -2.254], [-2.526, -0.518, -2.688], [1.905, 1.290, 1.225], [0.065, -1.667, 4.255], [-0.517, -2.394, 2.770], [-0.513, 0.281, -6.406], [-0.153, 1.622, 2.796], [1.330, 0.076, 3.153], [1.919, 2.883, 2.037], [-1.015, -0.778, 3.264], [-0.761, 2.802, 1.626], [-1.596, 1.105, 0.536], [1.992, -1.590, 2.702], [-0.530, -0.444, -6.567], [1.357, -1.503, 0.690], [1.332, 2.716, 0.339]]}